A:
Density functional theory data (ωB97M-V with the def2-TZVPD basis set) for a cluster of 2 separate species, C2H3NO3 in total.

Geometry as XYZ:
```
9
C2H3NO3 (ωB97M-V with the def2-TZVPD basis set)
H -1.43467 -0.55416 1.38090
H -1.27688 1.12419 0.31161
N -0.16368 -0.70137 -0.18320
H -2.32110 -0.17702 -0.16765
O 2.65107 0.60894 0.89539
O 1.95905 0.62518 -1.29628
C 2.31132 0.62518 -0.19899
O -0.36908 -1.53394 -1.04036
C -1.35603 -0.01698 0.29858
```

Summary:
**E_LUMO**: -0.0045 Ha
**HOMO energy**: -9.53 eV

***

B:
Density functional theory data (ωB97M-V with the def2-TZVPD basis set) for a cluster of 2 separate species, C2H3NO3 in total.

Geometry as XYZ:
```
9
C2H3NO3 (ωB97M-V with the def2-TZVPD basis set)
O 2.01642 -0.95242 0.68439
H -0.46454 -1.33653 -0.67422
O 0.07592 1.83026 0.02460
H 2.68854 0.69172 -0.28507
C 1.84937 0.10742 0.15066
N -0.79132 -0.74694 0.09226
O -1.97876 -0.21433 -0.36875
C 0.54864 0.75684 -0.04852
H -2.30030 0.38357 0.31946
```

Summary:
**E_LUMO (spin up / spin down)**: -0.0461 / -0.0460 Ha
**HOMO energy (spin up / spin down)**: -8.54 / -8.55 eV

***

C:
Density functional theory data (ωB97M-V with the def2-TZVPD basis set) for an isolated molecule of C2H3NO3.

Geometry as XYZ:
```
9
C2H3NO3 (ωB97M-V with the def2-TZVPD basis set)
C -0.64599 -0.33015 -0.87114
O 1.67891 0.79921 1.68357
H -1.77930 -0.64679 -0.87429
O -0.96372 1.18464 1.03785
H 0.21051 -1.04037 -1.01972
H -0.84330 0.41906 -1.63265
N 1.13198 0.11484 0.86006
C -0.31836 0.43776 0.34787
O 1.52927 -0.93820 0.46844
```

Summary:
**E_LUMO**: -0.0281 Ha
**HOMO energy**: -10.91 eV

***

D:
Density functional theory data (ωB97M-V with the def2-TZVPD basis set) for a cluster of 2 separate species, C2H3NO3 in total.

Geometry as XYZ:
```
9
C2H3NO3 (ωB97M-V with the def2-TZVPD basis set)
O 0.35236 -2.15352 0.95482
O 1.63322 -2.11149 -1.54373
C 0.85310 -2.95064 -1.56206
O 0.07129 -3.78093 -1.64150
H -0.42003 0.70703 0.88621
C 0.13516 -0.00648 0.27391
H -0.49119 -0.40324 -0.52943
H 0.99932 0.52753 -0.12577
N 0.64064 -0.99659 1.17670
```

Summary:
**E_LUMO**: -0.0043 Ha
**HOMO energy**: -9.44 eV

***

Short version: B is the least stable of them.

***

A:
Density functional theory data (ωB97M-V with the def2-TZVPD basis set) for an isolated molecule of C2H3NO3.

Geometry as XYZ:
```
9
C2H3NO3 (ωB97M-V with the def2-TZVPD basis set)
H -2.46502 0.34927 -0.23913
C -0.59550 -0.01136 -0.30131
C -1.71699 -0.14102 0.39883
O 0.64410 -0.68021 0.12669
O 1.72879 1.19590 -0.25593
N 1.83829 0.02048 -0.05914
O 2.79272 -0.61277 0.15886
H -1.79099 -0.67967 1.32124
H -0.43540 0.55938 -1.15010
```

Summary:
**E_LUMO**: 0.0166 Ha
**HOMO energy**: -10.63 eV

***

B:
Density functional theory data (ωB97M-V with the def2-TZVPD basis set) for an isolated molecule of C2H3NO3.

Geometry as XYZ:
```
9
C2H3NO3 (ωB97M-V with the def2-TZVPD basis set)
C 1.52916 -0.28279 -0.05211
O -1.98435 0.19894 0.16467
H 1.47481 -1.34967 -0.15907
O -0.15595 1.49183 -0.07180
H -0.85351 -1.45638 0.36752
N -0.85998 -0.53461 -0.16185
C 0.16641 0.29781 -0.17590
O 2.45244 0.42718 0.13304
H -1.76904 1.20768 -0.04450
```

Summary:
**E_LUMO**: -0.0206 Ha
**HOMO energy**: -10.09 eV

***

C:
Density functional theory data (ωB97M-V with the def2-TZVPD basis set) for a cluster of 2 separate species, C2H3NO3 in total.

Geometry as XYZ:
```
9
C2H3NO3 (ωB97M-V with the def2-TZVPD basis set)
N -0.06945 -0.21724 0.74539
O 0.04439 -1.36734 -0.14046
C -0.30961 0.81345 0.07993
H -0.75326 0.76571 -0.96134
H -0.39739 1.76241 0.68632
H 0.14144 -2.07949 0.46360
O 2.23080 0.93928 0.20449
C 2.81574 -0.06152 0.11671
O 3.33932 -1.09755 0.00644
```

Summary:
**E_LUMO**: 0.0256 Ha
**HOMO energy**: -10.21 eV

***

Short version: A is the least stable of them.

***

A:
Density functional theory data (ωB97M-V with the def2-TZVPD basis set) for an isolated molecule of C2H3NO3.

Geometry as XYZ:
```
9
C2H3NO3 (ωB97M-V with the def2-TZVPD basis set)
C -0.34241 -0.28266 1.24725
O 0.81363 1.32453 0.01997
H 0.23919 2.01192 0.12303
C 0.08890 -0.68963 -1.25870
H 0.30794 0.32204 2.03218
N -0.33138 0.28981 -0.14694
O -0.86765 -1.28377 1.53557
O -0.78375 -1.55557 -1.67596
H 0.87553 -0.13668 -1.87639
```

Summary:
**E_LUMO**: -0.0100 Ha
**HOMO energy**: -10.72 eV

***

B:
Density functional theory data (ωB97M-V with the def2-TZVPD basis set) for an isolated molecule of C2H3NO3.

Geometry as XYZ:
```
9
C2H3NO3 (ωB97M-V with the def2-TZVPD basis set)
H -0.79650 0.80461 -0.54560
O 0.04672 1.65620 1.06866
H 0.85839 1.13572 1.49063
C 0.14194 -0.75026 0.34745
H -0.23368 -2.88721 0.01380
C -0.51369 -1.77579 -0.46086
N -0.62117 0.68356 0.45321
O -1.12843 -1.57092 -1.46110
O 1.19160 -0.86835 0.89872
```

Summary:
**E_LUMO**: -0.0343 Ha
**HOMO energy**: -9.42 eV

***

Short version: A is the least stable of them.

***

A:
Density functional theory data (ωB97M-V with the def2-TZVPD basis set) for an isolated molecule of C5H8OS.

Geometry as XYZ:
```
15
C5H8OS (ωB97M-V with the def2-TZVPD basis set)
H -0.15740 -0.99559 2.24061
C 0.15991 0.87349 1.32603
C 0.52844 -1.11801 -0.88399
C 0.55821 1.14161 -2.49210
C -0.04835 -1.46851 0.27002
C -0.44440 -0.51628 1.38341
H -1.55467 -0.32583 1.50643
H 1.17858 1.15385 1.60155
H -0.57220 -2.30369 0.56222
O 2.55975 0.56695 -0.80802
H -0.38637 0.80629 -2.57707
H -0.50454 1.63818 1.39595
S 1.11763 0.53842 -1.02185
H 0.65613 2.20251 -2.62251
H 0.59397 -1.70897 -1.79307
```

Summary:
**E_LUMO (spin up / spin down)**: 0.0035 / -0.0150 Ha
**HOMO energy (spin up / spin down)**: -7.82 / -7.68 eV

***

B:
Density functional theory data (ωB97M-V with the def2-TZVPD basis set) for an isolated molecule of C5H8OS.

Geometry as XYZ:
```
15
C5H8OS (ωB97M-V with the def2-TZVPD basis set)
O -0.47586 0.74839 -2.01762
H -2.41143 0.34894 -0.30434
H 0.67494 -1.42533 1.66977
C -0.53333 1.22011 0.43996
H -0.77347 -0.07049 -2.42563
H 0.78347 -1.57744 -0.84911
C -1.48954 0.08325 0.12005
H 1.84110 -0.16281 -0.98288
H -1.59600 -0.68845 0.94089
C 0.98947 -0.58272 -0.41521
C 1.17555 -0.66329 1.12972
H 2.21494 -0.75460 1.43919
S 0.67757 1.00507 1.73783
H -0.82508 2.25958 0.23925
C -0.25232 0.25982 -0.72187
```

Summary:
**E_LUMO**: 0.0317 Ha
**HOMO energy**: -8.28 eV

***

C:
Density functional theory data (ωB97M-V with the def2-TZVPD basis set) for a cluster of 3 separate species, C5H8OS in total.

Geometry as XYZ:
```
15
C5H8OS (ωB97M-V with the def2-TZVPD basis set)
H -1.35605 -1.37705 0.79304
H -0.21693 2.05395 -1.48115
C 0.77756 -0.70704 0.42886
H 1.29481 -0.77377 1.34420
C -0.08573 0.92923 -1.33080
S -1.49978 0.66486 1.09573
C 1.64268 -0.69427 -0.76649
O -0.18491 -1.86049 0.34246
H 0.91404 1.29464 0.63766
C 0.12032 0.64744 0.18567
H 1.95367 0.19940 -2.79899
H -1.06497 0.21953 -1.62980
C 1.30922 0.26405 -1.72696
H 2.55467 -1.46181 -0.80554
H -1.18787 1.45486 2.92751
```

Summary:
**E_LUMO**: -0.0536 Ha
**HOMO energy**: -9.46 eV

***

D:
Density functional theory data (ωB97M-V with the def2-TZVPD basis set) for an isolated molecule of C5H8OS.

Geometry as XYZ:
```
15
C5H8OS (ωB97M-V with the def2-TZVPD basis set)
C -0.94532 0.07078 0.81004
H -0.32275 -0.96479 -1.35296
H 2.42851 -0.18425 -0.36763
H 0.85505 0.96669 0.72496
O 1.74058 -2.16611 -0.42258
H 1.73574 -2.54353 0.65475
C -1.36338 1.31356 -0.11101
H -1.51634 -0.87223 0.79066
C 0.43295 -0.25654 -1.07406
S -0.34833 1.29475 -1.73157
C 1.55822 -0.76197 -0.29022
H -2.49769 1.35087 -0.31373
H -1.05673 2.21625 0.39731
H -1.20748 0.53825 1.82647
C 0.50696 -0.00172 0.45957
```

Summary:
**E_LUMO**: 0.0196 Ha
**HOMO energy**: -8.55 eV

***

Short version: C is the least stable of them.